Below is a molecular structure, C12H30AgAsF6O8 at a distorted geometry, with properties calculated with wB97M-V/def2-TZVPD.

Positions of all 58 atoms, in Å:
Ag 0.346 1.041 0.167
As -1.529 2.603 3.348
F 0.086 3.390 3.307
F -0.808 1.215 4.245
F -3.087 1.790 3.305
F -2.211 3.953 2.364
F -1.006 1.708 1.908
F -1.932 3.402 4.928
O 1.696 1.251 1.943
H 1.997 0.686 2.681
O 0.834 3.187 0.215
H 0.696 4.005 -0.302
C 0.410 2.467 -2.901
O 0.361 1.228 -2.196
C 0.701 0.099 -2.993
C 0.367 -1.158 -2.102
O 0.901 -0.978 -0.778
C 2.226 -1.397 -0.518
C 3.279 -0.420 -1.123
O 2.770 0.836 -0.713
C 3.671 1.870 -1.146
H -0.245 2.482 -3.772
H 1.380 2.679 -3.351
H 0.157 3.333 -2.291
H 1.765 0.090 -3.232
H 0.137 0.165 -3.923
H 0.795 -2.020 -2.615
H -0.716 -1.150 -1.980
H 2.278 -2.411 -0.914
H 2.349 -1.521 0.558
H 3.346 -0.534 -2.205
H 4.237 -0.602 -0.636
H 3.122 2.807 -1.250
H 4.234 1.771 -2.074
H 4.377 1.966 -0.321
C -2.575 1.963 -1.299
O -1.867 0.858 -0.635
C -2.769 -0.036 0.080
C -2.064 -1.327 0.475
O -0.881 -0.989 1.234
C -0.605 -1.823 2.297
C -0.203 -3.296 1.943
O -1.334 -3.908 1.286
C -1.073 -5.187 0.672
H -2.225 2.121 -2.319
H -2.464 2.839 -0.659
H -3.637 1.743 -1.411
H -3.526 -0.388 -0.620
H -3.319 0.470 0.873
H -1.785 -1.939 -0.383
H -2.778 -1.929 1.038
H -1.487 -1.855 2.935
H 0.094 -1.418 3.029
H -0.073 -3.852 2.871
H 0.749 -3.289 1.413
H -0.460 -5.093 -0.225
H -2.048 -5.592 0.401
H -0.651 -5.907 1.372

Summary:
Expectation value of S²   0.76
Orbital gap (alpha / beta)   6.15 / 4.97 eV
E_LUMO (alpha / beta)   2.403 / 1.841 eV
F_max   3.0 eV/Å
Total charge   -1
Multiplicity   2

***

Below is a molecular structure, C12H30Al2FeN4O14P2 at a distorted geometry, with properties calculated with wB97M-V/def2-TZVPD.

Positions of all 65 atoms, in Å:
Fe -0.195 -1.573 -0.731
Al 3.379 -0.723 -2.228
Al 1.982 -1.601 2.502
O -0.247 -2.607 1.046
H -0.728 -3.349 1.461
O 0.510 -1.798 -2.615
H 0.346 -1.634 -3.564
P 5.236 -2.074 0.786
O 5.418 -0.981 -0.320
O 5.908 -3.414 0.390
O 3.837 -2.502 0.243
O 4.862 -1.857 2.251
P 1.032 0.707 -0.001
O -0.396 0.361 -0.440
O 1.307 0.850 1.510
O 1.845 1.418 -1.071
O 1.520 -0.736 -0.150
C -1.223 0.780 -3.960
O -1.907 0.169 -4.739
N -0.737 2.017 -4.227
C 0.115 2.831 -3.283
C -1.371 2.725 -5.318
H -0.705 0.377 -3.076
H 0.072 2.600 -2.218
H -0.268 3.852 -3.275
H 1.151 3.039 -3.549
H -1.736 1.957 -6.001
H -2.139 3.381 -4.909
H -0.660 3.332 -5.879
C 2.646 2.037 4.017
O 2.299 0.905 4.255
N 3.612 2.790 4.606
C 3.828 4.211 4.358
C 4.590 2.250 5.449
H 2.065 2.482 3.195
H 3.800 4.534 3.317
H 4.822 4.516 4.684
H 3.002 4.670 4.902
H 4.366 2.791 6.369
H 4.694 1.196 5.706
H 5.589 2.590 5.174
C -1.640 0.020 2.576
O -0.875 -0.589 3.348
N -2.989 -0.005 2.598
C -3.811 0.530 1.558
C -3.653 -0.556 3.797
H -1.289 0.640 1.737
H -4.271 -0.364 1.137
H -3.218 0.796 0.683
H -4.537 1.303 1.809
H -3.089 -1.327 4.323
H -3.869 0.218 4.533
H -4.586 -1.096 3.636
C -2.838 -2.028 -2.191
O -2.170 -1.924 -1.201
N -2.884 -3.203 -2.884
C -3.361 -3.167 -4.327
C -2.308 -4.511 -2.380
H -3.450 -1.214 -2.611
H -2.811 -3.970 -4.818
H -3.007 -2.264 -4.825
H -4.446 -3.252 -4.392
H -1.517 -4.220 -1.689
H -3.031 -5.193 -1.933
H -1.873 -5.146 -3.153

Summary:
Expectation value of S²   20.05
Orbital gap (alpha / beta)   9.09 / 4.66 eV
E_LUMO (alpha / beta)   0.323 / -3.696 eV
F_max   4.2 eV/Å
Total charge   0
Multiplicity   9

***

Below is a molecular structure, C12H30AlO8P2 at a distorted geometry, with properties calculated with wB97M-V/def2-TZVPD.

Positions of all 53 atoms, in Å:
Al -2.608 -1.604 0.454
C 0.118 6.650 4.591
C -1.055 5.675 4.390
O -1.924 6.291 3.501
P -3.216 5.391 3.127
O -2.916 3.976 2.766
O -3.981 6.215 1.934
C -3.596 6.055 0.564
C -2.818 7.288 0.181
O -4.163 5.514 4.461
C -5.553 5.257 4.411
C -6.173 6.667 4.451
H -0.169 7.574 5.093
H 1.097 6.322 4.939
H 0.435 7.205 3.707
H -0.824 4.709 3.940
H -1.576 5.550 5.339
H -3.129 5.075 0.462
H -4.476 6.077 -0.077
H -2.369 7.138 -0.801
H -3.456 8.169 0.256
H -1.945 7.489 0.802
H -5.674 4.765 3.446
H -5.977 4.554 5.128
H -6.119 7.093 5.453
H -5.721 7.416 3.801
H -7.161 6.562 4.003
C 2.324 -8.791 -3.419
C 2.355 -7.975 -2.193
O 3.248 -7.022 -2.570
P 2.955 -5.435 -2.730
O 1.737 -4.913 -1.995
O 4.417 -4.841 -2.399
C 4.761 -4.795 -1.046
C 6.131 -4.093 -0.811
O 3.065 -5.234 -4.234
C 1.891 -5.440 -5.031
C 2.510 -6.148 -6.335
H 1.376 -9.328 -3.472
H 2.363 -8.094 -4.257
H 3.128 -9.521 -3.329
H 1.413 -7.438 -2.086
H 2.597 -8.518 -1.279
H 3.936 -4.299 -0.534
H 4.750 -5.762 -0.543
H 6.260 -4.252 0.260
H 6.940 -4.491 -1.423
H 6.226 -3.021 -0.984
H 1.022 -6.036 -4.751
H 1.477 -4.457 -5.252
H 1.741 -6.371 -7.074
H 3.379 -5.705 -6.822
H 2.945 -7.094 -6.013

Summary:
Orbital gap   0.97 eV
E_LUMO   -15.348 eV
F_max   4.4 eV/Å
Total charge   +3
Multiplicity   1

***

Below is 5 unconnected molecules or ions with the total composition C12H30ClN12O5 at a distorted geometry, with properties calculated with wB97M-V/def2-TZVPD.

Positions of all 60 atoms, in Å:
N 0.417 -1.925 1.656
C 0.110 -0.704 1.055
C -0.734 -0.580 -0.347
C -2.364 -0.627 -0.184
C -3.102 0.776 -0.681
N -4.611 0.730 -0.626
C -5.144 -0.103 0.514
N -6.507 0.047 0.802
N -4.395 -1.117 1.342
C -4.805 -2.543 1.063
C -5.231 -2.866 -0.484
O -4.329 -3.518 -1.271
Cl -6.864 -2.482 -1.288
C -2.899 -0.911 1.339
H 0.965 -1.725 2.543
H 0.535 0.265 1.606
H -0.431 -1.509 -1.028
H -0.482 0.457 -0.876
H -2.761 -1.465 -0.900
H -2.746 0.967 -1.795
H -2.744 1.689 -0.041
H -5.051 0.499 -1.543
H -7.054 -0.660 1.369
H -7.043 0.889 0.450
H -5.697 -2.873 1.749
H -3.882 -3.258 1.313
H -2.691 0.077 1.975
H -2.318 -1.786 1.900
C 3.631 0.508 1.783
O 2.417 0.385 1.815
N 4.322 1.156 2.738
N 4.387 0.006 0.790
H 5.322 1.268 2.729
H 3.791 1.550 3.504
H 3.906 -0.490 0.051
H 5.388 0.097 0.746
C -1.444 -5.168 4.206
O -1.890 -4.920 5.315
N -1.857 -6.218 3.473
N -0.498 -4.414 3.617
H -1.502 -6.438 2.559
H -2.569 -6.811 3.880
H -0.158 -3.614 4.135
H -0.117 -4.603 2.705
C 2.835 2.896 -1.910
O 3.990 3.122 -2.233
N 1.797 3.621 -2.363
N 2.496 1.899 -1.072
H 0.839 3.450 -2.108
H 2.008 4.381 -2.996
H 3.248 1.329 -0.707
H 1.551 1.697 -0.794
C 6.537 5.081 -5.339
O 7.226 5.401 -6.295
N 5.593 4.126 -5.410
N 6.661 5.656 -4.129
H 5.016 3.848 -4.634
H 5.468 3.668 -6.304
H 7.361 6.380 -4.033
H 6.103 5.406 -3.330

Summary:
Orbital gap   5.89 eV
E_LUMO   -4.782 eV
F_max   9.5 eV/Å
Total charge   +1
Multiplicity   1

***

Below is a molecular structure, C12H30F6Li3N4O21S6 at a distorted geometry, with properties calculated with wB97M-V/def2-TZVPD.

Positions of all 82 atoms, in Å:
Li -12.612 19.744 7.978
Li -11.198 15.147 6.329
Li -13.088 15.024 10.755
N -9.948 14.810 4.885
S -9.874 15.361 3.444
O -8.980 14.663 2.519
O -10.277 16.731 3.185
F -11.292 14.600 3.059
S -8.377 15.345 5.229
O -8.254 16.795 5.296
O -7.240 14.547 4.860
F -8.499 14.961 6.824
N -11.945 13.354 6.690
S -13.467 13.035 6.568
O -14.419 14.050 6.877
O -14.006 11.685 6.731
F -13.395 13.086 4.959
S -11.881 12.753 8.347
O -11.624 11.325 8.416
O -12.708 13.387 9.321
F -10.385 13.264 8.751
N -13.293 18.915 6.252
S -13.839 17.405 6.136
O -12.900 16.250 6.156
O -15.127 17.375 5.401
F -14.245 17.492 7.655
S -12.236 18.634 4.936
O -12.767 18.186 3.698
O -10.852 18.279 5.300
F -11.991 20.125 4.506
N -11.479 16.876 8.729
O -10.770 16.301 7.925
O -11.735 18.031 8.680
O -12.000 16.185 9.609
C -12.422 17.346 13.051
O -13.383 16.827 12.239
C -14.076 17.825 11.380
C -15.325 17.124 10.928
O -14.958 15.842 10.319
C -16.120 15.200 9.819
H -11.699 17.959 12.512
H -11.975 16.437 13.453
H -12.657 17.935 13.938
H -13.301 18.054 10.649
H -14.300 18.706 11.981
H -15.980 17.690 10.266
H -16.040 17.115 11.750
H -15.785 14.388 9.173
H -16.626 15.834 9.091
H -16.829 14.812 10.552
C -9.846 19.581 11.176
O -9.275 20.097 12.383
C -8.605 21.415 12.180
C -9.515 22.661 11.812
O -8.784 23.909 11.683
C -7.776 24.086 10.741
H -9.970 18.508 11.027
H -9.143 19.894 10.404
H -10.877 19.915 11.065
H -7.810 21.214 11.463
H -8.161 21.686 13.138
H -10.221 22.785 12.632
H -10.078 22.591 10.881
H -6.885 23.659 11.201
H -7.410 25.112 10.719
H -7.830 23.444 9.862
C -10.180 14.236 11.813
O -11.615 14.113 11.945
C -12.020 13.117 12.868
C -13.471 12.844 12.546
O -14.313 13.935 12.445
C -14.579 14.686 13.589
H -9.911 15.203 11.388
H -9.789 13.448 11.171
H -9.756 14.264 12.817
H -11.938 13.489 13.889
H -11.445 12.197 12.768
H -13.849 12.080 13.225
H -13.445 12.354 11.572
H -15.246 15.520 13.372
H -13.707 15.170 14.029
H -14.929 13.971 14.333

Summary:
Orbital gap   7.58 eV
E_LUMO   0.477 eV
F_max   9.4 eV/Å
Total charge   -1
Multiplicity   1

***

Below is a molecular structure, C12H30F6Mn2N2O10P3 at a distorted geometry, with properties calculated with wB97M-V/def2-TZVPD.

Positions of all 65 atoms, in Å:
Mn -4.006 -7.509 -7.064
Mn -3.810 -3.809 -10.520
O -2.968 -5.617 -10.922
P -2.675 -6.956 -10.374
O -3.270 -7.366 -9.093
F -1.140 -7.085 -10.266
F -3.043 -7.977 -11.465
O -3.440 -5.554 -6.759
P -2.669 -4.403 -7.285
O -2.915 -3.915 -8.651
F -1.175 -4.777 -7.184
F -2.903 -3.221 -6.318
O -5.725 -6.712 -7.905
P -6.315 -5.712 -8.816
O -5.477 -4.759 -9.566
F -7.326 -4.881 -7.986
F -7.227 -6.460 -9.808
C -8.007 -7.743 -2.464
O -7.081 -7.503 -3.520
C -6.016 -6.678 -3.162
C -5.172 -6.481 -4.422
N -4.795 -7.786 -5.022
C -3.620 -8.424 -4.405
C -2.335 -7.772 -4.944
O -2.203 -8.225 -6.304
C -0.863 -8.151 -6.781
H -8.550 -6.829 -2.220
H -7.517 -8.209 -1.607
H -8.715 -8.468 -2.863
H -5.364 -7.015 -2.343
H -6.381 -5.685 -2.866
H -4.301 -5.854 -4.246
H -5.810 -5.939 -5.122
H -5.603 -8.357 -4.768
H -3.577 -9.507 -4.495
H -3.502 -8.252 -3.322
H -1.500 -8.069 -4.313
H -2.502 -6.697 -4.876
H -0.460 -7.139 -6.681
H -0.887 -8.362 -7.847
H -0.185 -8.834 -6.270
C -6.155 -1.442 -9.694
O -4.850 -2.004 -9.817
C -3.796 -1.053 -9.609
C -2.936 -0.983 -10.850
N -2.389 -2.297 -11.266
C -1.107 -2.604 -10.585
C 0.100 -1.779 -10.984
O 0.021 -0.463 -10.449
C 0.959 0.425 -11.026
H -6.375 -0.748 -10.503
H -6.260 -0.958 -8.719
H -6.837 -2.288 -9.646
H -3.245 -1.233 -8.684
H -4.229 -0.058 -9.475
H -2.130 -0.253 -10.769
H -3.540 -0.539 -11.648
H -2.092 -2.297 -12.238
H -0.810 -3.644 -10.745
H -1.194 -2.535 -9.501
H 0.202 -1.716 -12.077
H 0.997 -2.241 -10.556
H 1.959 0.290 -10.600
H 0.629 1.430 -10.771
H 1.023 0.317 -12.112

Summary:
Expectation value of S²   30.00
Orbital gap (alpha / beta)   9.83 / 10.19 eV
E_LUMO (alpha / beta)   -1.878 / -2.177 eV
F_max   2.1 eV/Å
Total charge   +1
Multiplicity   11

***

Below is a molecular structure, C12H30NaOPSi, with properties calculated with wB97M-V/def2-TZVPD.

Positions of all 46 atoms, in Å:
Na 0.392 -1.939 -0.227
C -1.574 -1.073 4.049
Si -0.433 -2.280 3.133
C -1.441 -3.864 2.843
C 0.974 -2.729 4.322
O 0.108 -1.658 1.766
H -1.955 -1.493 4.982
H -2.436 -0.803 3.434
H -1.049 -0.147 4.294
H -1.820 -4.286 3.775
H -0.835 -4.634 2.359
H -2.301 -3.667 2.199
H 0.598 -3.152 5.256
H 1.569 -1.850 4.572
H 1.649 -3.463 3.876
C -1.436 0.591 -3.814
C -0.039 1.036 -3.389
C 0.999 0.511 -4.377
P 0.379 0.498 -1.660
C -0.960 1.273 -0.621
C -0.492 1.673 0.779
C -2.102 0.265 -0.445
C 1.975 1.408 -1.379
C 2.681 0.999 -0.087
C 1.920 2.927 -1.526
H -1.602 0.859 -4.859
H -2.217 1.065 -3.224
H -1.556 -0.493 -3.729
H -0.021 2.132 -3.413
H 1.052 -0.580 -4.346
H 1.998 0.900 -4.183
H 0.726 0.801 -5.394
H -1.331 2.164 -1.143
H -0.059 0.815 1.302
H -1.360 1.994 1.360
H 0.219 2.496 0.768
H -1.796 -0.506 0.269
H -2.417 -0.219 -1.367
H -2.973 0.762 -0.014
H 2.591 1.015 -2.198
H 2.221 1.432 0.796
H 3.719 1.336 -0.118
H 2.688 -0.084 0.059
H 1.249 3.378 -0.793
H 1.584 3.234 -2.517
H 2.910 3.358 -1.369

Summary:
Orbital gap   7.92 eV
E_LUMO   -0.234 eV
F_max   0.2 eV/Å
Total charge   0
Multiplicity   1

***

Below is 3 unconnected molecules or ions with the total composition C12H31BN2O5P at a distorted geometry, with properties calculated with wB97M-V/def2-TZVPD.

Positions of all 52 atoms, in Å:
C -2.460 -4.455 -0.140
C -3.024 -3.473 -0.803
C -3.459 -2.165 -1.672
C -2.182 -1.181 -1.812
C -2.497 0.382 -1.573
N -2.118 0.876 -0.170
C -0.639 1.137 -0.006
B 0.183 0.004 0.842
O 0.371 0.204 2.283
O 0.796 -1.186 0.283
P -2.842 -0.131 1.135
N -2.656 0.854 2.603
O -4.537 -0.210 0.872
H -1.799 -5.322 0.233
H -3.739 -2.595 -2.719
H -4.408 -1.671 -1.258
H -1.343 -1.617 -1.162
H -1.821 -1.277 -2.918
H -3.594 0.647 -1.793
H -1.844 0.978 -2.329
H -2.589 1.813 -0.094
H -0.539 2.132 0.596
H -0.133 1.346 -1.026
H 1.372 0.197 2.398
H 0.978 -1.069 -0.684
H -3.174 0.451 3.402
H -3.143 1.753 2.362
H -4.930 -1.053 1.208
C 1.777 1.242 -4.512
C 0.419 1.607 -5.089
C 0.501 2.856 -5.951
O -0.506 1.828 -4.022
H 2.159 2.046 -3.873
H 1.701 0.349 -3.885
H 2.504 1.051 -5.305
H 0.036 0.774 -5.685
H 0.839 3.716 -5.363
H -0.484 3.114 -6.350
H 1.190 2.714 -6.788
H -0.176 2.565 -3.489
C 4.873 -0.405 5.868
C 3.524 -0.298 5.176
C 2.851 -1.657 5.064
O 3.703 0.251 3.871
H 5.553 -1.051 5.304
H 5.351 0.577 5.932
H 4.767 -0.808 6.879
H 2.878 0.387 5.732
H 3.460 -2.347 4.471
H 1.887 -1.567 4.553
H 2.684 -2.098 6.050
H 4.275 -0.349 3.370

Summary:
Orbital gap   9.32 eV
E_LUMO   -2.937 eV
F_max   6.5 eV/Å
Total charge   +1
Multiplicity   1